Record 1
Molecular formula: C22H13F4N6O4Pd
Method: DFT, ωB97M-V with the def2-TZVPD basis set

```
50
Properties=species:S:1:pos:R:3:forces:R:3:nbo_charge:R:1
Pd -0.07223 0.08107 0.08434 0.116 0.263 -0.042 1.128
C 3.66554 0.48432 1.80250 -0.016 0.084 -0.172 -0.633
C 2.52243 -0.44954 1.46246 0.215 -0.278 0.268 0.151
C 2.96729 -1.89259 1.31869 -0.010 0.005 -0.230 -0.641
O 1.90155 0.00400 0.18895 0.561 0.210 0.192 -0.698
C 1.43996 -0.37506 2.53595 -0.614 0.207 -0.083 0.741
O 1.70664 -0.62891 3.68208 0.160 -0.005 0.019 -0.579
O 0.24914 -0.00215 2.13158 -0.474 -0.568 0.000 -0.754
H 4.52348 0.30767 1.15200 -0.010 0.011 -0.012 0.220
H 3.96213 0.30305 2.83385 0.010 -0.031 -0.002 0.264
H 3.35628 1.52490 1.70218 -0.006 0.000 0.054 0.224
H 3.79301 -1.97842 0.60838 0.007 0.005 0.009 0.217
H 2.14517 -2.52770 0.98431 -0.018 -0.008 0.055 0.224
H 3.30783 -2.24850 2.28902 0.011 0.016 0.006 0.267
H 2.44176 -0.30226 -0.55102 -0.178 -0.007 -0.140 0.522
F -5.65834 0.35293 4.05650 0.022 0.006 -0.044 -0.261
C -4.89423 -0.72496 4.00359 0.052 0.027 -0.084 0.302
C -5.01946 -1.65847 4.95987 0.114 -0.162 0.051 0.442
F -5.90109 -1.47169 5.91657 0.005 -0.019 0.011 -0.257
C -4.23247 -2.88695 4.96693 0.050 0.199 -0.232 -0.112
C -3.30451 -3.01837 3.84851 -0.157 0.006 0.130 0.386
C -3.18223 -2.07241 2.90669 -0.065 0.000 -0.072 0.356
F -2.31105 -2.26008 1.92259 0.041 0.041 -0.047 -0.283
C -3.95180 -0.85195 2.91274 -0.018 -0.179 0.331 0.024
C -3.77865 0.13736 1.98494 0.223 0.447 -0.405 -0.293
C -2.82464 0.04264 0.93264 -0.529 -0.183 0.006 0.510
N -2.11307 0.00485 0.02350 0.572 0.112 0.811 -0.425
C -4.43024 1.41862 2.00925 0.066 -0.163 0.024 0.238
N -4.87261 2.47665 1.96595 -0.035 0.057 -0.032 -0.200
F -2.54297 -4.08744 3.77410 -0.021 -0.025 0.024 -0.252
C -4.34767 -3.82874 5.93403 0.023 -0.254 0.269 -0.085
C -5.15695 -3.66273 7.11162 0.126 -0.001 -0.216 0.230
N -5.74314 -3.55966 8.09255 -0.066 -0.042 0.059 -0.156
C -3.65416 -5.09025 5.89840 -0.144 0.247 0.008 0.218
N -3.16027 -6.12577 5.90742 0.050 -0.066 0.028 -0.156
N 0.29689 7.35456 0.25136 0.014 -0.026 0.005 -0.798
C -0.03281 6.56767 -0.79636 -0.004 0.030 0.034 0.641
O -0.31814 7.00195 -1.88986 -0.006 0.003 -0.025 -0.572
C -0.02948 5.06774 -0.56825 0.015 0.051 -0.032 -0.064
C -0.45588 4.28287 -1.62995 -0.012 -0.024 -0.015 -0.192
C -0.44889 2.91049 -1.49431 0.041 0.017 0.090 0.045
N -0.04446 2.30256 -0.37021 -0.106 0.049 -0.621 -0.510
C 0.35540 3.05287 0.65824 -0.017 -0.047 -0.063 0.038
C 0.37951 4.43506 0.59550 0.031 -0.021 0.097 -0.216
H 0.28888 8.35044 0.10628 -0.004 -0.001 -0.004 0.422
H 0.49912 7.00654 1.16877 -0.022 0.001 -0.003 0.396
H -0.77970 4.75824 -2.54479 0.010 0.004 -0.003 0.270
H -0.77202 2.27038 -2.30411 -0.009 0.001 0.001 0.213
H 0.65218 2.52254 1.55521 0.012 0.005 0.002 0.223
H 0.72650 4.97618 1.46475 -0.006 0.005 -0.008 0.225
```
Forces are in eV/Å.

HOMO (alpha / beta) ... -12.5 / -12.5 eV
Max |F| ... 1.00 eV Å⁻¹
Relative energy (zero: lowest compared OMol25 entry of this formula, charge and spin) ... 1.782 eV
Energy ... -2002.61460 a.u.
Net charge ... +1

Record 2
Molecular formula: C24H63FNO8
Method: DFT, ωB97M-V with the def2-TZVPD basis set

```
97
Properties=species:S:1:pos:R:3:forces:R:3:lowdin_charge:R:1
C 2.64082 -1.43859 3.31242 -0.320 -0.352 -0.273 -0.117
C 2.57638 -2.20131 1.97633 0.963 0.861 0.379 -0.242
C 2.75152 -1.28207 0.76603 -0.680 -0.284 -0.319 -0.174
C 1.41596 -0.81049 0.12919 0.519 -0.497 0.040 -0.246
O 0.30443 -1.01865 0.93366 -0.409 0.334 -0.334 -0.177
C -0.01761 0.13758 1.76609 0.099 0.778 -0.107 -0.291
N -0.52513 1.26105 0.90685 0.115 -0.185 0.691 -0.055
C 0.01611 2.53095 1.37721 0.213 0.147 -0.141 -0.340
C 1.43036 2.79172 0.89398 -0.044 0.018 0.201 -0.128
C -1.10291 -0.30915 2.66832 0.249 -0.538 -0.605 -0.310
F -0.55494 -0.88984 3.87357 -0.061 -0.124 0.629 -0.102
C -2.05662 -1.37458 2.13271 -0.554 0.418 0.701 -0.198
C -2.64459 -1.03124 0.78210 -0.124 -0.614 -0.279 -0.112
H 3.19650 -0.52013 3.19407 0.267 0.328 -0.069 0.057
H 1.64688 -1.15208 3.63341 -0.072 0.010 0.194 0.034
H 3.16219 -2.04024 4.05531 -0.146 -0.101 0.316 0.052
H 3.43276 -2.87056 1.97999 0.073 -0.433 -0.105 0.083
H 1.66488 -2.77580 1.90379 -0.235 -0.172 -0.062 0.099
H 3.36434 -0.41760 0.99309 0.189 0.144 0.351 0.093
H 3.29037 -1.83177 0.00232 0.175 -0.038 -0.267 0.063
H 1.26086 -1.38963 -0.78482 -0.087 -0.159 -0.136 0.101
H 1.52809 0.22155 -0.18860 -0.214 0.283 0.026 0.081
H -1.53773 1.36800 0.98342 -0.018 -0.205 -0.269 0.069
H -0.60573 3.35804 1.02058 -0.265 -0.032 -0.188 0.092
H 0.01748 2.59745 2.46776 -0.064 -0.049 0.245 0.093
H 2.16084 2.22703 1.45914 0.081 -0.367 0.080 0.052
H 1.51574 2.52081 -0.15367 0.073 0.108 -0.246 0.053
H 1.66487 3.84237 1.04243 0.130 0.294 -0.152 0.051
H -1.66964 0.54761 3.01500 -0.079 0.369 0.069 0.121
H -1.59193 -2.34892 2.14469 0.436 -0.171 -0.210 0.101
H -2.89059 -1.45085 2.83292 -0.116 -0.154 0.224 0.084
H -1.91890 -0.64381 0.09072 0.311 0.140 -0.071 0.036
H -3.02622 -1.94901 0.33935 -0.175 -0.144 -0.187 0.071
H -3.49095 -0.35680 0.83210 -0.096 0.312 0.163 0.054
C -5.86443 0.91735 4.79678 -0.030 -0.060 -0.015 -0.096
C -4.86131 0.71272 3.67540 -0.189 0.099 -0.107 -0.318
O -5.39073 -0.11067 2.63946 -0.098 -0.061 0.080 -0.089
H -6.16279 -0.04362 5.21782 0.049 -0.008 0.022 0.073
H -5.44213 1.53312 5.59251 -0.005 0.008 -0.008 0.072
H -6.76856 1.40693 4.42328 0.029 0.066 0.012 0.066
H -3.97024 0.20968 4.04600 0.028 -0.035 -0.073 0.103
H -4.55677 1.67610 3.25278 0.093 0.012 0.083 0.113
H -6.17354 0.32355 2.28285 0.100 -0.010 0.022 0.075
C -3.31283 -0.92361 -4.17288 -0.104 -0.028 -0.043 -0.086
C -3.61193 0.23213 -3.23521 0.451 0.046 -0.064 -0.327
O -2.85112 0.13444 -2.04197 -0.307 0.093 -0.142 -0.081
H -3.52832 -1.87253 -3.68072 -0.036 0.015 0.019 0.076
H -3.90621 -0.85690 -5.08745 0.038 0.008 -0.013 0.071
H -2.25550 -0.92935 -4.44615 -0.011 0.062 -0.055 0.072
H -4.66581 0.22381 -2.94860 0.014 -0.019 0.106 0.105
H -3.39574 1.19236 -3.71874 -0.157 -0.053 -0.176 0.092
H -1.91623 0.15019 -2.28028 -0.014 0.026 0.247 0.090
C -0.56959 4.57255 -4.24514 -0.043 0.059 -0.040 -0.093
C -1.66509 3.52352 -4.27600 0.413 -0.168 0.051 -0.323
O -1.43420 2.58128 -5.32817 -0.142 0.018 -0.029 -0.097
H -0.52131 5.09843 -5.20010 -0.050 0.018 0.009 0.071
H -0.74478 5.29920 -3.45090 0.028 -0.017 0.024 0.075
H 0.40429 4.10731 -4.07688 -0.016 0.001 0.098 0.073
H -2.63452 3.98358 -4.45959 -0.040 -0.097 -0.090 0.111
H -1.71366 2.99005 -3.32153 -0.082 0.129 0.071 0.106
H -0.58182 2.16513 -5.15745 -0.085 0.022 -0.014 0.078
C 4.82553 -3.15520 -3.81373 -0.140 -0.049 0.144 -0.095
C 3.81188 -2.74056 -2.76028 -0.054 0.173 -0.273 -0.323
O 3.94101 -1.36599 -2.41807 0.108 -0.018 -0.059 -0.083
H 5.83567 -2.96603 -3.46461 0.048 0.021 0.038 0.049
H 4.72571 -4.21699 -4.05290 -0.012 0.019 -0.030 0.075
H 4.69025 -2.57948 -4.73208 -0.017 -0.041 -0.031 0.072
H 3.96246 -3.30326 -1.84014 -0.034 0.057 0.059 0.108
H 2.79111 -2.93076 -3.11127 0.002 -0.131 0.058 0.109
H 3.79497 -0.84688 -3.21655 0.000 -0.031 0.095 0.082
C -7.41769 2.39978 -1.29698 -0.006 0.018 0.037 -0.094
C -6.47431 3.31664 -2.05612 0.146 -0.265 0.044 -0.332
O -5.16639 3.29658 -1.50288 -0.126 0.048 -0.065 -0.080
H -7.46458 2.69221 -0.24734 -0.016 0.041 -0.010 0.072
H -8.42501 2.43418 -1.71703 0.006 -0.020 -0.005 0.069
H -7.06287 1.36718 -1.33339 -0.026 -0.009 -0.054 0.069
H -6.82069 4.34833 -2.00292 0.055 0.036 -0.006 0.107
H -6.42890 3.02593 -3.11267 -0.116 0.060 -0.027 0.105
H -4.84456 2.38880 -1.55460 0.191 0.038 0.101 0.066
C 9.95172 -3.09971 -3.96483 -0.031 0.050 0.039 -0.095
C 8.57777 -3.56130 -4.41551 0.126 0.172 -0.188 -0.323
O 7.76114 -2.46700 -4.82149 0.127 -0.022 -0.059 -0.094
H 9.86127 -2.39196 -3.14070 -0.019 -0.035 0.031 0.077
H 10.56208 -3.94313 -3.63802 0.009 0.003 -0.017 0.072
H 10.47415 -2.59044 -4.77853 0.028 -0.064 -0.025 0.069
H 8.05350 -4.05216 -3.59705 -0.078 0.022 -0.017 0.108
H 8.66524 -4.27575 -5.24162 0.016 -0.095 0.078 0.108
H 8.20421 -2.02660 -5.55556 -0.058 -0.011 0.085 0.083
C 2.24899 -0.24453 7.38726 0.025 0.030 0.003 -0.092
C 0.87466 -0.81221 7.69881 -0.005 0.045 -0.319 -0.337
O -0.14215 -0.15873 6.95791 0.130 -0.001 0.120 -0.088
H 2.27488 0.82401 7.60565 -0.011 -0.003 0.045 0.072
H 3.02450 -0.74292 7.97415 0.003 -0.008 -0.015 0.067
H 2.48307 -0.36784 6.32786 0.004 -0.064 0.005 0.063
H 0.63421 -0.67373 8.75398 -0.055 -0.003 0.007 0.102
H 0.85106 -1.88682 7.48125 0.071 -0.032 0.106 0.106
H 0.05308 -0.29139 6.01948 -0.258 0.022 -0.158 0.061
```
Forces are in eV/Å.

HOMO ... -1.7 eV
Max |F| ... 1.35 eV Å⁻¹
Energy ... -1708.61516 a.u.
Net charge ... -1

Record 3
Molecular formula: C6H16N2
Method: DFT, ωB97M-V with the def2-TZVPD basis set

```
24
Properties=species:S:1:pos:R:3:forces:R:3:nbo_charge:R:1
C -2.45763 -0.53279 0.31280 -0.215 -0.055 0.330 -0.418
N -1.59072 -1.49481 -0.35357 1.675 1.337 -0.295 -0.491
N -0.11716 -1.03174 -0.19146 -2.424 -2.363 -0.385 -0.297
C 0.49572 -1.22563 -1.51153 -0.062 0.224 0.091 -0.416
C 0.52964 -1.86462 0.82782 -0.130 0.347 -0.002 -0.434
H -2.27641 0.49038 -0.03318 0.206 -0.310 0.022 0.209
H -2.36013 -0.56930 1.40620 0.035 0.252 -0.012 0.166
H -3.50580 -0.75209 0.08263 0.154 -0.169 -0.072 0.201
H -1.76476 -2.43249 0.01123 0.607 0.215 0.093 0.341
H 1.55804 -0.96510 -1.47670 -0.074 -0.066 0.198 0.198
H 0.38697 -2.25772 -1.85904 0.061 -0.022 -0.030 0.181
H 0.03000 -0.55663 -2.24149 -0.083 -0.162 0.209 0.213
H 1.58736 -1.59412 0.90769 -0.117 -0.072 -0.122 0.213
H 0.07973 -1.67636 1.80708 -0.063 0.030 -0.148 0.205
H 0.43109 -2.93021 0.60051 0.158 -0.139 -0.040 0.172
C 0.93225 2.30215 1.56579 0.057 -0.007 -0.150 -0.434
C 0.74532 1.73701 0.37540 -0.912 -2.260 0.999 -0.211
C 1.17284 2.31441 -0.93263 -0.154 -0.025 -0.121 -0.656
H 0.59601 1.80739 2.47543 0.107 0.099 -0.132 0.189
H 1.44560 3.25280 1.68298 -0.122 0.078 0.006 0.179
H 0.24935 0.63085 0.38684 1.163 3.088 -0.401 0.257
H 1.41318 3.38079 -0.86122 0.037 -0.167 0.031 0.210
H 2.04771 1.77566 -1.31113 -0.048 0.088 -0.066 0.213
H 0.37179 2.19214 -1.67044 0.144 0.058 -0.003 0.212
```
Forces are in eV/Å.

HOMO ... -8.7 eV
Max |F| ... 3.41 eV Å⁻¹
Relative energy (zero: lowest compared OMol25 entry of this formula, charge and spin) ... 3.174 eV
Energy ... -347.60818 a.u.
Net charge ... 0

> The highest net charge belongs to which entry?

C22H13F4N6O4Pd